{"formula": "C5H4O2", "method": "wB97M-V/def2-TZVPD", "species": ["H", "C", "O", "C", "C", "H", "C", "H", "C", "O", "H"], "coordinates": [[-1.45399, -0.98160, 0.80063], [0.48109, -0.51658, 0.09233], [1.33930, -1.66996, 0.04994], [3.01187, 0.38002, 0.03444], [-0.92615, -0.45204, -0.11128], [-1.17084, -0.95239, -1.16978], [4.32709, 0.20800, -0.07097], [2.62640, 1.40893, -0.04122], [1.79521, -0.31567, 0.05060], [5.48314, 0.11358, -0.08338], [-1.21508, 0.66478, -0.13449]], "forces_ev_per_a": [[0.68, 0.90, -2.06], [4.14, 1.51, -0.23], [0.74, -2.53, 0.01], [-0.18, 1.80, -0.38], [-2.24, 0.42, -0.35], [0.22, 0.90, 2.42], [-0.68, -0.54, 0.39], [1.23, 0.17, 0.08], [-3.39, -0.89, 0.26], [-0.66, 0.10, -0.14], [0.12, -1.85, 0.00]], "mulliken_charge": [0.260, 0.442, -0.556, -0.794, -0.869, 0.255, 0.705, 0.268, 0.404, -0.345, 0.230], "homo_ev": -6.953, "gap_ev": 7.3}

---

{"formula": "C19H11ClN2O8Os", "method": "wB97M-V/def2-TZVPD", "species": ["H", "Os", "C", "N", "C", "C", "C", "N", "O", "H", "H", "H", "C", "C", "H", "C", "C", "O", "C", "O", "C", "O", "O", "C", "C", "C", "C", "H", "C", "H", "C", "C", "O", "O", "H", "H", "H", "C", "Cl", "C", "H", "O"], "coordinates": [[-3.65794, 2.01994, 3.85588], [-0.29790, 0.45599, 0.27203], [2.32060, 0.24918, 1.81938], [-2.33099, 0.62285, -0.25083], [-5.09985, 2.39964, 2.29832], [-3.88526, 1.89417, 2.80599], [-2.99217, 1.25856, 1.99158], [1.54057, -0.36888, 0.95678], [-0.32113, -1.46359, -0.18857], [-5.78620, 2.90525, 2.96381], [-2.05681, 0.88277, 2.38565], [1.09656, 3.63778, -2.25273], [-4.75358, 1.46252, -1.27945], [-5.40539, 2.24624, 0.97812], [-5.69527, 1.82108, -1.67662], [-2.58520, 0.54285, -1.53332], [1.52213, 1.20082, 2.69624], [-0.27286, 0.59737, -1.85064], [3.29744, -1.74376, 0.21208], [2.09382, 1.76053, 3.60392], [1.97090, -1.38353, 0.21166], [-1.55470, -0.26645, -3.49010], [-0.53978, 2.43096, 0.27350], [1.10609, 3.44674, -1.18575], [-1.39599, 0.21486, -2.40033], [4.15968, -1.04232, 1.05658], [-4.49529, 1.61070, 0.10342], [-3.94873, 0.76718, -3.15651], [-3.26857, 1.13441, 0.61605], [4.27294, 0.44849, 2.63827], [-0.34638, 3.28374, -0.70706], [-3.81231, 0.90651, -2.09449], [0.95678, -3.08177, -1.10522], [-1.19138, 3.97771, -1.20607], [1.54918, 4.27983, -0.64539], [-6.32996, 2.63403, 0.56941], [5.21329, -1.28784, 1.06733], [0.82500, -2.07619, -0.47273], [2.07164, 2.00084, -0.86010], [3.66208, -0.06531, 1.91017], [3.63419, -2.54612, -0.42847], [0.27847, 1.24154, 2.35699]], "forces_ev_per_a": [[0.03, -0.03, 0.00], [1.74, 2.24, -0.55], [-0.26, 0.36, 0.44], [0.22, -0.02, 1.11], [-0.02, -0.03, 0.00], [-0.07, -0.04, 0.01], [0.16, -0.06, -0.07], [-0.46, -0.34, -0.96], [-0.43, -0.66, 0.05], [-0.01, 0.01, -0.01], [0.01, 0.06, 0.02], [0.08, 0.00, -0.01], [0.04, -0.02, 0.07], [0.00, 0.05, -0.02], [0.00, -0.02, -0.02], [0.11, -0.01, -0.17], [0.65, -0.24, -0.24], [0.34, -0.41, 1.69], [0.06, 0.03, 0.02], [-0.35, 0.19, 0.08], [0.00, -0.08, 0.08], [0.31, 0.15, -0.10], [-0.70, -0.43, 0.01], [-0.54, -0.01, 0.20], [-0.63, -0.18, -0.14], [-0.07, 0.01, 0.02], [0.08, -0.07, -0.08], [0.03, 0.05, -0.01], [-0.15, 0.03, 0.08], [-0.01, 0.03, -0.01], [0.84, -0.05, -0.51], [-0.17, -0.11, 0.00], [-0.04, -0.15, -0.09], [-0.27, -0.08, 0.16], [0.05, 0.01, -0.06], [-0.02, -0.04, 0.02], [0.00, -0.01, 0.03], [-0.28, 0.31, -0.19], [0.76, 0.20, -0.09], [0.04, -0.13, -0.07], [-0.03, -0.03, 0.03], [-1.05, -0.49, -0.71]], "mulliken_charge": [0.435, 1.643, 0.649, -0.168, -0.612, -0.783, -0.711, -0.079, -0.693, 0.395, 0.420, 0.347, -0.508, -0.857, 0.435, 0.976, 0.100, -0.632, -0.660, -0.676, 0.395, -0.611, -0.498, -0.392, 0.235, -0.283, 1.207, 0.526, 0.643, 0.523, 0.360, -0.966, -0.605, -0.591, 0.359, 0.391, 0.457, 0.406, -0.076, -0.549, 0.501, -0.450], "homo_ev": [-9.321, -9.312], "gap_ev": [6.6, 6.6]}

---

M, record by record: 96.1, 621.0 u